Record 1
C49H72O9Y | the ωB97M-V functional and the def2-TZVPD basis

* Kohn-Sham gap: 0.2720 Eh
* relative energy (zero: lowest compared OMol25 entry of this formula, charge and spin): 0.0 kJ/mol
* HOMO energy: -9.714 eV

Structure (ORCA input):
```
! RIJCOSX wB97M-V def2-TZVPD def2/J DEFGRID3
* xyz 1 1
Y 11.80 13.71 13.10
C 8.52 14.91 13.71
O 9.79 14.49 14.27
C 9.62 14.49 15.68
C 9.89 15.68 16.38
C 10.66 16.82 15.76
C 12.09 16.75 16.19
C 12.54 17.44 17.33
C 13.83 17.27 17.82
C 14.67 16.43 17.09
C 14.28 15.80 15.91
C 15.22 14.91 15.17
C 15.18 13.49 15.67
C 15.83 13.10 16.84
C 15.80 11.80 17.32
C 15.04 10.86 16.64
C 14.36 11.19 15.47
C 13.45 10.19 14.82
C 12.16 10.21 15.59
C 12.02 9.44 16.74
C 10.89 9.46 17.53
C 9.88 10.34 17.13
C 9.97 11.11 15.99
C 8.88 12.06 15.58
C 9.05 13.39 16.29
C 8.67 13.51 17.61
C 8.85 14.67 18.34
C 9.49 15.73 17.71
C 8.31 14.76 19.80
C 6.81 14.46 19.82
C 9.09 13.79 20.69
C 8.53 16.18 20.37
C 11.14 11.07 15.20
O 11.25 11.92 14.15
C 10.82 8.65 18.85
C 11.01 7.13 18.60
C 9.51 8.91 19.62
C 11.99 9.13 19.77
C 14.48 12.49 14.98
O 14.01 12.74 13.68
C 15.00 12.31 12.74
C 16.56 11.42 18.60
C 18.07 11.60 18.39
C 16.05 12.30 19.73
C 16.31 9.95 19.02
C 12.98 15.96 15.45
O 12.57 15.29 14.36
C 14.31 17.98 19.14
C 14.11 19.51 19.05
C 15.80 17.70 19.44
C 13.47 17.46 20.33
H 8.28 15.92 14.07
H 7.70 14.24 14.04
H 8.56 14.88 12.64
H 10.22 17.75 16.14
H 10.53 16.78 14.69
H 11.84 18.10 17.85
H 15.69 16.30 17.43
H 16.22 15.29 15.37
H 15.03 14.96 14.10
H 16.37 13.89 17.37
H 14.95 9.84 17.00
H 13.91 9.21 14.89
H 13.22 10.45 13.78
H 12.88 8.80 16.99
H 8.94 10.41 17.69
H 7.90 11.62 15.84
H 8.94 12.20 14.48
H 8.19 12.66 18.06
H 9.74 16.65 18.26
H 6.60 13.46 19.42
H 6.25 15.19 19.20
H 6.44 14.49 20.84
H 9.03 12.76 20.34
H 8.74 13.81 21.72
H 10.14 14.04 20.72
H 8.09 16.96 19.73
H 9.60 16.41 20.45
H 8.08 16.27 21.35
H 10.20 6.68 18.04
H 11.09 6.59 19.55
H 11.95 6.90 18.08
H 8.63 8.58 19.07
H 9.40 9.96 19.89
H 9.54 8.33 20.54
H 12.94 8.85 19.33
H 11.97 8.67 20.74
H 11.94 10.22 19.85
H 15.10 11.23 12.83
H 15.93 12.85 12.97
H 14.64 12.58 11.76
H 18.33 12.62 18.08
H 18.40 10.94 17.59
H 18.65 11.36 19.28
H 16.25 13.36 19.52
H 16.54 12.04 20.68
H 14.98 12.18 19.85
H 16.57 9.23 18.25
H 15.26 9.80 19.23
H 16.88 9.69 19.91
H 14.70 20.00 18.28
H 14.35 19.96 20.00
H 13.08 19.79 18.85
H 16.47 18.16 18.72
H 16.02 16.62 19.51
H 16.05 18.11 20.41
H 12.41 17.66 20.15
H 13.73 17.99 21.25
H 13.60 16.39 20.46
O 9.78 12.92 11.88
H 9.74 12.07 12.36
H 10.13 12.74 10.97
O 13.48 14.72 11.50
H 12.98 14.85 10.68
H 13.67 15.60 11.85
O 12.26 11.75 11.45
H 12.92 11.40 10.85
H 12.10 11.09 12.15
O 11.11 16.15 12.25
H 11.54 16.47 13.07
H 10.25 16.59 12.22
C 10.35 14.29 7.57
C 11.14 14.85 8.70
C 11.49 16.30 8.63
O 11.45 14.17 9.67
H 9.37 14.81 7.53
H 10.22 13.22 7.61
H 10.88 14.58 6.65
H 12.13 16.42 7.79
H 12.01 16.65 9.54
H 10.59 16.90 8.43
*
```

Mulliken atomic charge list, values in e, 4 entries:
1. Y 1.59
2. C -1.51
3. O 1.24
4. C 0.08


Record 2
C49H75Ge2N8O2P2Pt | the ωB97M-V functional and the def2-TZVPD basis

* Kohn-Sham gap (spin up / spin down): 0.2398 / 0.1856 Eh
* ⟨S²⟩: 3.76
* relative energy (zero: lowest compared OMol25 entry of this formula, charge and spin): 0.0 kJ/mol
* HOMO energy (spin up / spin down): -11.525 / -12.462 eV

Structure (ORCA input):
```
! RIJCOSX wB97M-V def2-TZVPD def2/J DEFGRID3
* xyz 2 4
Pt 0.58 0.49 0.53
C 0.69 0.47 4.94
C 1.99 0.86 5.21
C 2.89 0.98 4.16
C 2.46 0.72 2.87
N 1.20 0.34 2.62
C 0.33 0.23 3.62
C 3.33 0.89 1.68
C 4.72 0.85 1.75
C 5.45 1.04 0.58
C 4.78 1.25 -0.61
C 3.40 1.25 -0.61
N 2.70 1.08 0.52
H -0.04 0.36 5.72
H 2.30 1.07 6.22
H 3.90 1.32 4.34
H -0.67 -0.07 3.34
H 5.22 0.66 2.69
H 6.53 1.01 0.61
H 5.32 1.40 -1.54
H 2.81 1.38 -1.51
O 0.49 0.21 -1.65
P -0.41 -0.10 -2.82
N 0.29 -1.30 -3.71
C -0.16 -1.63 -5.08
C 0.99 -2.44 -5.67
C 2.22 -1.84 -4.99
C 1.73 -1.62 -3.56
N -1.92 -0.52 -2.35
C -2.95 -1.00 -3.29
C -4.23 -1.03 -2.46
C -3.72 -1.18 -1.02
C -2.48 -0.30 -1.02
N -0.65 1.15 -3.87
C 0.50 1.74 -4.58
C -0.10 2.97 -5.25
C -1.05 3.48 -4.18
C -1.63 2.21 -3.55
H -0.33 -0.71 -5.66
H -1.09 -2.19 -5.07
H 1.02 -2.39 -6.75
H 0.89 -3.49 -5.38
H 2.48 -0.88 -5.46
H 3.09 -2.48 -5.03
H 1.85 -2.54 -2.98
H 2.26 -0.82 -3.04
H -2.69 -1.99 -3.65
H -3.03 -0.34 -4.16
H -4.89 -1.84 -2.77
H -4.77 -0.09 -2.56
H -3.42 -2.21 -0.82
H -4.45 -0.89 -0.28
H -1.78 -0.59 -0.23
H -2.76 0.76 -0.88
H 0.92 1.03 -5.29
H 1.29 2.03 -3.87
H -0.65 2.66 -6.14
H 0.66 3.69 -5.54
H -1.83 4.13 -4.58
H -0.49 4.04 -3.43
H -2.60 1.95 -3.99
H -1.77 2.33 -2.47
O -0.49 -1.71 1.09
P -0.18 -3.18 1.17
N -0.92 -4.07 0.00
C -1.99 -5.06 0.16
C -2.21 -5.59 -1.26
C -1.74 -4.45 -2.15
C -0.53 -3.91 -1.40
N 1.46 -3.39 1.01
C 2.23 -2.53 0.10
C 3.66 -3.03 0.24
C 3.73 -3.50 1.69
C 2.35 -4.12 1.92
N -0.70 -3.84 2.58
C -1.09 -3.00 3.73
C -1.05 -3.95 4.95
C -0.20 -5.13 4.49
C -0.56 -5.24 3.01
H -2.89 -4.60 0.56
H -1.70 -5.87 0.82
H -3.25 -5.87 -1.43
H -1.59 -6.47 -1.43
H -2.51 -3.68 -2.21
H -1.49 -4.77 -3.17
H -0.32 -2.87 -1.63
H 0.36 -4.51 -1.63
H 2.16 -1.48 0.42
H 1.85 -2.58 -0.92
H 4.39 -2.24 0.01
H 3.84 -3.86 -0.44
H 3.88 -2.65 2.36
H 4.53 -4.22 1.86
H 2.03 -4.00 2.96
H 2.37 -5.19 1.70
H -2.09 -2.59 3.59
H -0.40 -2.17 3.85
H -2.06 -4.29 5.19
H -0.65 -3.45 5.83
H -0.41 -6.04 5.04
H 0.87 -4.90 4.61
H -1.52 -5.76 2.92
H 0.17 -5.77 2.41
C -4.23 2.93 0.13
Ge -2.99 3.18 1.61
C -3.15 4.98 2.31
C -3.21 1.73 2.90
Ge -0.33 2.74 0.87
C -0.24 4.17 -0.49
C -1.24 5.09 -0.78
C -0.98 6.17 -1.61
C 0.28 6.33 -2.17
C 1.27 5.40 -1.92
C 1.01 4.31 -1.09
C 0.46 3.51 2.52
C -0.14 3.67 3.76
C 0.56 4.23 4.83
C 1.87 4.63 4.66
C 2.49 4.47 3.43
C 1.80 3.90 2.37
H -5.15 3.42 0.45
H -4.43 1.87 -0.05
H -3.90 3.39 -0.80
H -4.01 4.96 2.98
H -3.35 5.68 1.50
H -2.28 5.32 2.86
H -4.28 1.69 3.10
H -2.68 1.91 3.83
H -2.91 0.77 2.48
H -2.23 5.00 -0.35
H -1.76 6.89 -1.82
H 0.49 7.18 -2.81
H 2.25 5.51 -2.36
H 1.79 3.58 -0.92
H -1.16 3.35 3.93
H 0.06 4.35 5.78
H 2.41 5.08 5.49
H 3.52 4.78 3.30
H 2.31 3.79 1.42
*
```

Mulliken atomic charge list, values in e, 4 entries:
1. Pt 3.12
2. C -1.51
3. C -1.12
4. C -1.11


Record 3
C49H78F13NO26 | the ωB97M-V functional and the def2-TZVPD basis

* Kohn-Sham gap: 0.3246 Eh
* HOMO energy: -8.726 eV
* structure (SMILES): O=C(O)N(CCc1ccccc1)CCC(F)(F)C(F)(F)C(F)(F)C(F)(F)C(F)(F)C(F)(F)F.CCOC(=O)OC.CCOC(=O)OC.CCOC(=O)OC.CCOC(=O)OC.CCOC(=O)OC.CCOC(=O)OC.CCOC(=O)OC.CCOC(=O)OC

Structure (ORCA input):
```
! RIJCOSX wB97M-V def2-TZVPD def2/J DEFGRID3
* xyz 0 1
O 2.42 -4.33 -1.32
C 1.69 -3.54 -1.81
O 1.83 -3.15 -3.12
N 0.62 -2.96 -1.12
C 1.09 -1.88 -0.22
C 1.35 -0.52 -0.88
C 2.64 0.18 -0.50
C 3.49 -0.22 0.53
C 4.67 0.49 0.79
C 5.00 1.63 0.04
C 4.14 2.06 -0.97
C 2.98 1.34 -1.23
C -0.50 -2.62 -2.00
C -1.69 -2.06 -1.24
C -2.54 -3.10 -0.54
F -2.75 -4.22 -1.25
F -1.91 -3.46 0.61
C -3.91 -2.52 -0.07
F -4.35 -3.26 0.97
F -3.66 -1.27 0.38
C -5.02 -2.54 -1.14
F -5.50 -3.80 -1.17
F -4.52 -2.28 -2.36
C -6.23 -1.59 -0.86
F -6.37 -1.49 0.48
F -7.34 -2.15 -1.34
C -6.07 -0.16 -1.43
F -6.70 0.69 -0.61
F -4.77 0.18 -1.48
C -6.68 0.08 -2.84
F -6.40 1.34 -3.17
F -6.15 -0.72 -3.74
F -7.98 -0.07 -2.82
H 2.73 -2.82 -3.22
H 1.96 -2.27 0.29
H 0.33 -1.76 0.54
H 0.54 0.15 -0.59
H 1.33 -0.58 -1.97
H 3.26 -1.08 1.14
H 5.32 0.15 1.58
H 5.92 2.17 0.22
H 4.35 2.94 -1.56
H 2.31 1.68 -2.01
H -0.25 -1.93 -2.80
H -0.81 -3.54 -2.49
H -1.43 -1.33 -0.49
H -2.32 -1.55 -1.96
C -7.02 -3.17 3.05
C -8.25 -2.35 3.38
O -9.37 -3.17 3.73
C -9.34 -3.67 4.97
O -8.50 -3.46 5.80
O -10.43 -4.43 5.13
C -10.51 -5.07 6.41
H -7.25 -3.90 2.28
H -6.22 -2.52 2.70
H -6.67 -3.71 3.93
H -8.58 -1.79 2.50
H -8.06 -1.63 4.17
H -10.41 -4.35 7.22
H -9.73 -5.83 6.50
H -11.48 -5.54 6.45
C -0.19 -3.53 7.61
C -0.58 -4.95 7.28
O -1.79 -5.01 6.50
C -1.65 -4.71 5.21
O -0.62 -4.43 4.65
O -2.85 -4.78 4.63
C -2.86 -4.42 3.25
H -1.02 -3.01 8.10
H 0.67 -3.52 8.27
H 0.06 -2.97 6.71
H -0.81 -5.50 8.19
H 0.22 -5.48 6.76
H -2.13 -5.00 2.69
H -2.65 -3.35 3.14
H -3.85 -4.63 2.87
C -5.13 4.54 -3.21
C -5.57 3.98 -4.55
O -5.19 4.84 -5.63
C -3.91 4.78 -5.98
O -3.07 4.07 -5.49
O -3.71 5.65 -6.97
C -2.34 5.75 -7.39
H -5.52 5.55 -3.08
H -5.51 3.91 -2.40
H -4.05 4.58 -3.13
H -6.65 3.91 -4.59
H -5.17 2.98 -4.71
H -1.94 4.77 -7.65
H -1.74 6.20 -6.61
H -2.33 6.38 -8.27
C 0.90 -6.65 2.86
C -0.28 -7.57 3.11
O -0.46 -8.53 2.05
C 0.38 -9.56 2.05
O 1.23 -9.78 2.87
O 0.10 -10.32 1.00
C 0.96 -11.45 0.84
H 0.80 -6.16 1.89
H 0.95 -5.90 3.64
H 1.83 -7.21 2.86
H -1.20 -7.01 3.14
H -0.18 -8.10 4.06
H 1.00 -12.04 1.75
H 1.97 -11.12 0.58
H 0.55 -12.04 0.03
C 0.73 3.58 3.97
C 0.14 2.23 4.31
O -1.17 2.06 3.76
C -1.20 1.82 2.45
O -0.24 1.73 1.72
O -2.47 1.65 2.07
C -2.61 1.48 0.66
H 0.06 4.39 4.28
H 1.69 3.71 4.47
H 0.89 3.68 2.90
H 0.01 2.13 5.39
H 0.79 1.42 3.98
H -1.94 0.70 0.30
H -2.40 2.42 0.14
H -3.64 1.19 0.47
C 3.95 5.49 -8.97
C 4.07 4.01 -9.27
O 3.45 3.20 -8.26
C 2.12 3.13 -8.32
O 1.42 3.64 -9.16
O 1.70 2.37 -7.32
C 0.28 2.24 -7.23
H 4.33 5.71 -7.98
H 4.50 6.07 -9.70
H 2.90 5.81 -9.00
H 5.12 3.71 -9.27
H 3.66 3.76 -10.25
H -0.13 1.89 -8.18
H -0.17 3.19 -6.95
H 0.08 1.50 -6.46
C 3.74 7.84 0.09
C 2.86 6.62 -0.12
O 3.64 5.42 -0.24
C 4.10 4.93 0.91
O 3.91 5.38 2.01
O 4.81 3.83 0.63
C 5.42 3.22 1.77
H 4.49 7.91 -0.70
H 3.13 8.75 0.08
H 4.27 7.78 1.04
H 2.32 6.70 -1.06
H 2.13 6.51 0.68
H 4.69 3.01 2.54
H 6.21 3.85 2.16
H 5.85 2.28 1.42
C 12.53 4.85 2.64
C 11.73 3.58 2.54
O 10.43 3.80 1.95
C 10.43 3.94 0.63
O 11.38 3.87 -0.10
O 9.17 4.17 0.24
C 9.01 4.40 -1.16
H 11.96 5.62 3.18
H 13.46 4.67 3.17
H 12.77 5.25 1.65
H 11.52 3.18 3.53
H 12.26 2.81 1.98
H 9.46 3.60 -1.74
H 9.46 5.36 -1.43
H 7.94 4.44 -1.34
*
```

Mulliken atomic charge list, values in e, 4 entries:
1. O -0.53
2. C 0.20
3. O -0.49
4. N 0.58